Molecular formula: C12H10ClOP
Method: DFT, ωB97M-V/def2-TZVPD

The LUMO energy (spin up / spin down) comes out at -0.14 / -0.14 eV. Its multiplicity is 1. Its HOMO energy (spin up / spin down) is -7.87 / -7.87 eV. The calculation puts the energy above the lowest of the compared OMol25 structures with the same formula, charge and spin at 3.491 eV. The value obtained for the frontier orbital gap (spin up / spin down) is 7.73 / 7.73 eV. The total energy comes out at -36459.619 eV.

```
25
Properties=species:S:1:pos:R:3:forces:R:3:lowdin_charge:R:1
C -3.56145 -0.73121 0.76469 -1.56 -0.69 0.52 -0.082
C -3.76917 0.56158 0.35573 0.76 -0.19 0.20 -0.090
C -2.34056 -1.31715 0.57497 0.59 -1.30 0.22 -0.028
C -2.79248 1.35223 -0.20307 -0.11 -3.03 -1.28 -0.051
C -1.41454 -0.65039 -0.20355 -0.73 0.04 -1.09 -0.226
C -1.76595 0.58918 -0.76868 1.50 1.18 0.98 -0.324
C -0.19328 -1.31354 -0.48062 2.37 2.50 -0.63 -0.037
C 1.39271 0.49404 -0.44268 -2.15 -2.36 0.30 -0.299
C 0.32187 -2.47358 -0.80599 0.45 0.84 0.72 0.029
C 4.93362 0.66117 0.52714 0.23 -0.48 0.02 0.003
C 2.46504 0.24231 0.27636 0.65 -0.07 -0.14 -0.181
C 3.72765 1.10639 0.24178 -2.68 -2.14 0.62 -0.171
O -0.85754 1.18298 -1.63675 -1.03 -0.26 -0.04 -0.343
P 0.48523 1.86956 -1.02955 0.82 0.77 -0.27 0.598
Cl -0.20313 2.34552 0.85158 0.20 0.73 0.60 0.340
H -4.47729 -1.18679 1.17702 0.95 -0.37 -0.06 0.118
H -4.74747 0.90408 0.33403 -1.68 0.99 0.72 0.090
H -1.97765 -2.33263 0.82534 -0.97 0.63 0.45 0.130
H -3.05185 2.34354 -0.35073 0.18 1.80 -0.91 0.097
H 1.39324 -2.57752 -0.75734 0.32 -0.09 -0.24 0.055
H -0.23188 -3.36941 -0.98505 -0.58 -0.37 -0.18 0.063
H 5.70137 1.26748 0.10343 1.01 0.27 0.51 0.047
H 5.17128 -0.29839 1.03167 -0.32 0.74 -0.67 0.080
H 2.30948 -0.73496 0.74893 1.31 0.17 0.21 0.100
H 3.48276 2.06549 -0.14868 0.47 0.70 -0.56 0.082
```
Forces are in eV/Å.